Molecular formula: CH7OS
Method: DFT, ωB97M-V with the def2-TZVPD basis set

Cartesian coordinates (Å):
O (-0.1015, 2.5665, 0.0423)
H (-0.7039, -1.1711, -1.3662)
H (-0.5507, 2.9075, -0.7564)
H (0.4977, 3.2694, 0.3035)
C (0.1723, -1.9476, 0.7137)
S (0.0021, -0.5243, -0.3781)
H (1.0361, -1.8243, 1.3539)
H (0.4056, -2.7852, 0.0631)
H (-0.7095, -2.1155, 1.3183)
H (-0.0491, 0.7818, 0.0438)

* charge: +1
* HOMO-LUMO gap: 11.72 eV

Atom charges from the Mulliken analysis, given in e for atoms 1 to 6: atom 1 (O): -0.666, atom 2 (H): 0.290, atom 3 (H): 0.346, atom 4 (H): 0.337, atom 5 (C): -0.720, atom 6 (S): -0.011

Molecular formula: CH7OS
Method: DFT, ωB97M-V with the def2-TZVPD basis set

Cartesian coordinates (Å):
O (2.1774, -0.6485, -1.3199)
H (-1.8244, -0.3054, -0.8823)
H (2.5250, -1.3568, -0.5825)
H (2.8351, 0.0316, -1.4116)
C (-0.4126, 0.6548, 0.7697)
S (-1.9545, -0.1818, 0.5502)
H (-0.0627, 1.0554, -0.2233)
H (0.3757, -0.0131, 1.2075)
H (-0.4741, 1.5831, 1.3898)
H (-3.1850, -0.8192, 0.5023)

* charge: +1
* HOMO-LUMO gap: 7.61 eV

Atom charges from the Mulliken analysis, given in e for atoms 1 to 6: atom 1 (O): -0.674, atom 2 (H): 0.273, atom 3 (H): 0.350, atom 4 (H): 0.335, atom 5 (C): -0.545, atom 6 (S): -0.084

Molecular formula: CH8BrNSi2
Method: DFT, ωB97M-V with the def2-TZVPD basis set

Cartesian coordinates (Å):
C (-0.6796, -1.5068, -0.3159)
N (-0.0866, -0.2892, -0.1414)
Si (-0.7098, 0.5055, 1.3597)
Si (1.4044, 0.2209, -0.9193)
Br (-0.3045, -2.7991, 1.1551)
H (-2.1982, -1.4718, 0.0199)
H (-0.8327, -1.9963, -1.3225)
H (0.2645, 0.2395, 2.4760)
H (-0.2899, 1.9666, 1.1567)
H (-2.2297, 0.1545, 1.3929)
H (2.5660, -0.1800, -0.1051)
H (1.4946, -0.5852, -2.2042)
H (1.4480, 1.7879, -1.1355)

* HOMO-LUMO gap: 9.82 eV

Atom charges from the Mulliken analysis, given in e for atoms 1 to 6: atom 1 (C): -0.735, atom 2 (N): 0.225, atom 3 (Si): 0.316, atom 4 (Si): 0.194, atom 5 (Br): -0.144, atom 6 (H): 0.199

Molecular formula: CH8ClNSi2
Method: DFT, ωB97M-V with the def2-TZVPD basis set

Cartesian coordinates (Å):
C (1.5705, 1.5237, 1.1661)
Si (0.8589, 0.3547, -0.2467)
Cl (2.1544, -1.1368, -0.7546)
N (-0.6135, -0.4491, 0.0693)
Si (-1.7385, -1.3918, -0.8315)
H (1.6290, 1.0139, 2.0856)
H (2.4348, 2.1582, 0.9769)
H (0.6484, 2.2193, 1.3163)
H (0.6551, 0.9199, -1.6367)
H (-1.1670, -0.2695, 0.9313)
H (-1.5527, -1.4098, -2.1873)
H (-3.0089, -0.7672, -0.5067)
H (-1.8705, -2.7655, -0.3820)

* HOMO-LUMO gap: 10.62 eV
* SMILES: C[Si@@H](Cl)N[SiH3]

Atom charges from the Mulliken analysis, given in e for atoms 1 to 6: atom 1 (C): -0.931, atom 2 (Si): 0.434, atom 3 (Cl): -0.280, atom 4 (N): -0.123, atom 5 (Si): 0.246, atom 6 (H): 0.318

Molecular formula: CH8IP5
Method: DFT, ωB97M-V with the def2-TZVPD basis set

Cartesian coordinates (Å):
C (-1.8213, 0.6558, 0.1289)
P (1.3297, -0.9131, -1.0802)
P (-0.3072, 0.2352, 1.0861)
P (0.1207, 2.6132, -0.4349)
P (1.2357, -2.9573, -0.3637)
P (-1.8444, 1.9121, -0.9697)
I (-3.4272, -0.8095, 0.0516)
H (2.1916, -1.1027, -2.1904)
H (2.5956, -0.7961, -0.4882)
H (-0.5757, -1.2061, 1.3665)
H (-0.7657, 0.5405, 2.3957)
H (0.1149, 3.8617, -1.1010)
H (-0.0940, 3.5289, 0.6667)
H (1.4326, -2.3967, 0.9792)
H (-0.1854, -3.1659, -0.0466)

* HOMO-LUMO gap: 7.95 eV

Atom charges from the Mulliken analysis, given in e for atoms 1 to 6: atom 1 (C): 0.044, atom 2 (P): -0.128, atom 3 (P): -0.210, atom 4 (P): -0.273, atom 5 (P): -0.102, atom 6 (P): 0.063

Molecular formula: CH8N2O
Method: DFT, ωB97M-V with the def2-TZVPD basis set

Cartesian coordinates (Å):
N (-2.7189, 0.6870, -1.2655)
C (-2.2657, -0.6825, -1.0396)
N (-0.9155, -0.6459, -0.2005)
H (-2.8371, 1.2512, -0.4661)
H (-2.2186, 1.2496, -1.9627)
H (-3.1019, -1.2931, -0.4624)
H (-2.0580, -1.2962, -1.9806)
H (-0.7784, -1.5358, 0.1175)
H (-0.1004, -0.3333, -0.7399)
O (5.7351, 0.4469, 2.7491)
H (6.3503, 1.1702, 2.6179)
H (4.9092, 0.9819, 2.6327)

* HOMO-LUMO gap: 10.26 eV
* SMILES: NCN.O

Atom charges from the Mulliken analysis, given in e for atoms 1 to 6: atom 1 (N): -0.536, atom 2 (C): -0.181, atom 3 (N): -0.615, atom 4 (H): 0.224, atom 5 (H): 0.197, atom 6 (H): 0.260

Molecular formula: CH8N3O
Method: DFT, ωB97M-V with the def2-TZVPD basis set

Cartesian coordinates (Å):
C (0.1490, 0.9357, 0.2542)
N (0.4443, 1.5469, -0.9245)
N (0.3303, -2.0870, 0.0571)
N (-1.0989, 1.0584, 0.7511)
O (0.4371, -0.8871, -0.6450)
H (0.9696, 0.7602, 0.9553)
H (-0.4526, 1.7513, -1.4286)
H (1.3647, 1.3474, -1.3725)
H (0.3199, -2.7869, -0.6947)
H (1.1408, -2.0414, 0.6798)
H (-0.6740, -2.0291, 0.3892)
H (-1.6820, 1.6987, 0.2347)
H (-1.2483, 0.7329, 1.7437)

* charge: +1
* multiplicity: 3
* HOMO-LUMO gap (spin up / spin down): 4.60 / 5.49 eV

Atom charges from the Mulliken analysis, given in e for atoms 1 to 6: atom 1 (C): -0.198, atom 2 (N): -0.492, atom 3 (N): -0.174, atom 4 (N): -0.447, atom 5 (O): -0.162, atom 6 (H): 0.480

Molecular formula: CH8N5O
Method: DFT, ωB97M-V with the def2-TZVPD basis set

Cartesian coordinates (Å):
C (1.3914, 0.6710, -0.1128)
N (1.0120, 1.6923, 0.6337)
N (-0.8032, -0.7779, -1.9737)
N (-1.3740, -0.2460, 1.4139)
N (-0.8113, -0.1537, -0.8359)
N (-0.8881, -0.7968, 0.2319)
O (2.1808, -0.2519, 0.4750)
H (0.6129, 2.3937, 0.0477)
H (1.2280, 1.8521, 1.5459)
H (-0.5277, -1.7494, -1.9917)
H (-0.2979, -0.4222, -2.7177)
H (-2.2315, -0.5397, 1.7908)
H (-1.3953, 0.8025, 1.3329)
H (-0.7511, -1.7688, 0.3101)
H (2.6550, -0.7053, -0.1501)

* charge: +1
* HOMO-LUMO gap (spin up / spin down): 7.77 / 7.76 eV

Atom charges from the Mulliken analysis, given in e for atoms 1 to 6: atom 1 (C): -0.196, atom 2 (N): -0.189, atom 3 (N): -0.466, atom 4 (N): -0.578, atom 5 (N): 0.122, atom 6 (N): 0.463

Molecular formula: CH8NO2
Method: DFT, ωB97M-V with the def2-TZVPD basis set

Cartesian coordinates (Å):
C (1.7729, 0.7340, 0.6065)
N (0.7440, 1.4812, 0.7773)
H (1.7956, -0.1694, 1.2125)
H (2.4375, 0.9252, -0.2308)
H (0.8510, 2.4774, 0.5818)
H (-0.1838, 1.1307, 1.0405)
H (-0.5789, -2.1410, -3.5030)
H (-0.5749, -3.0464, -2.3576)
O (-0.1123, -2.2526, -2.6638)
H (-2.6619, 0.6789, 1.8585)
H (-1.7400, -0.2736, 1.0236)
O (-1.7493, 0.4554, 1.6544)

* charge: +1
* HOMO-LUMO gap: 8.61 eV

Atom charges from the Mulliken analysis, given in e for atoms 1 to 6: atom 1 (C): -0.043, atom 2 (N): -0.043, atom 3 (H): 0.283, atom 4 (H): 0.275, atom 5 (H): 0.296, atom 6 (H): 0.266

Molecular formula: CH8NO2
Method: DFT, ωB97M-V with the def2-TZVPD basis set

Cartesian coordinates (Å):
C (1.0064, 0.0388, 1.5494)
N (0.9764, -1.0067, 0.8516)
H (0.8647, -0.0070, 2.6225)
H (1.2653, 0.9933, 1.1141)
H (1.0566, -1.0001, -0.1521)
H (0.7381, -1.9287, 1.2053)
H (-1.7893, 1.3594, 0.2211)
H (-1.6855, -0.2264, 0.4170)
O (-1.2576, 0.6234, 0.5349)
H (-1.0023, 0.1611, -3.0999)
H (0.4638, 0.5515, -2.8301)
O (-0.3449, 0.2546, -2.4039)

* charge: +1
* HOMO-LUMO gap: 10.26 eV

Atom charges from the Mulliken analysis, given in e for atoms 1 to 6: atom 1 (C): -0.033, atom 2 (N): -0.147, atom 3 (H): 0.292, atom 4 (H): 0.270, atom 5 (H): 0.261, atom 6 (H): 0.287

Molecular formula: CH8NO2
Method: DFT, ωB97M-V with the def2-TZVPD basis set

Cartesian coordinates (Å):
C (0.5762, -0.7423, -1.1013)
N (-0.0572, -1.1387, -0.0337)
H (0.0396, -0.3712, -1.9048)
H (1.6792, -0.8011, -1.0026)
H (-0.4068, -0.5304, 0.8754)
H (-0.6064, -1.8953, -0.0588)
H (-1.3556, -0.5822, 3.1720)
H (-1.6926, 0.4533, 2.0015)
O (-1.0737, -0.2760, 2.2814)
H (0.4536, 2.5062, -1.6948)
H (1.4596, 1.7182, -0.8699)
O (0.9841, 1.6597, -1.6644)

* charge: +1
* HOMO-LUMO gap: 8.86 eV

Atom charges from the Mulliken analysis, given in e for atoms 1 to 6: atom 1 (C): -0.102, atom 2 (N): -0.270, atom 3 (H): 0.304, atom 4 (H): 0.360, atom 5 (H): 0.374, atom 6 (H): 0.253

Molecular formula: CH8NO3
Method: DFT, ωB97M-V with the def2-TZVPD basis set

Cartesian coordinates (Å):
N (0.4701, -1.4296, 1.2195)
C (0.6007, 0.1653, 1.0576)
O (0.4384, 0.5975, -0.1716)
H (0.1584, -1.8341, 0.3721)
H (-0.0505, -1.7534, 1.9986)
H (1.6170, 0.1843, 1.5365)
H (-0.0740, 0.6331, 1.8954)
H (-0.7062, 1.8047, -0.2449)
H (-2.0847, 1.9289, -0.9012)
O (-1.5393, 2.3021, -0.2305)
H (0.3669, -0.5309, -1.5023)
H (0.5484, -0.8004, -2.8921)
O (0.2548, -1.2675, -2.1373)

* charge: -1
* HOMO-LUMO gap: 7.86 eV

Atom charges from the Mulliken analysis, given in e for atoms 1 to 6: atom 1 (N): -0.627, atom 2 (C): -0.079, atom 3 (O): -0.935, atom 4 (H): 0.188, atom 5 (H): 0.163, atom 6 (H): 0.160

Molecular formula: CH8NP3
Method: DFT, ωB97M-V with the def2-TZVPD basis set

Cartesian coordinates (Å):
C (1.3368, -0.0919, 1.2852)
N (-0.1076, -0.4118, 0.9823)
P (-0.7610, 0.4362, -0.3850)
P (-2.4037, -0.8428, -0.8322)
P (0.6729, -0.2008, -1.9005)
H (2.1156, -0.4785, 0.5155)
H (1.5616, 1.0342, 1.2620)
H (1.6476, -0.5141, 2.1670)
H (-0.6459, -0.1091, 1.8848)
H (-3.3094, 0.0004, -0.1646)
H (-2.1835, -1.7602, 0.0879)
H (-0.3078, 0.6599, -2.6415)
H (1.5071, 0.9057, -1.6919)

* HOMO-LUMO gap: 8.76 eV
* SMILES: CNP(P)#[PH2]

Atom charges from the Mulliken analysis, given in e for atoms 1 to 6: atom 1 (C): -0.856, atom 2 (N): -0.399, atom 3 (P): 0.061, atom 4 (P): -0.108, atom 5 (P): -0.186, atom 6 (H): 0.240

Molecular formula: CH8NS2
Method: DFT, ωB97M-V with the def2-TZVPD basis set

Cartesian coordinates (Å):
N (-1.3488, -0.8591, -1.8285)
H (-2.2945, -1.1201, -1.3974)
H (-0.5822, -0.9548, -1.0616)
H (-1.2562, -1.3647, -2.7237)
H (-1.4021, 0.1612, -2.0014)
C (1.7019, 0.2928, 1.8487)
S (0.7948, -0.2828, 0.3906)
S (-0.0113, 1.5508, -0.1634)
H (2.3527, 1.0518, 1.5011)
H (2.2556, -0.6065, 2.2196)
H (0.9399, 0.6307, 2.6177)
H (-1.1497, 1.5007, 0.5983)

* charge: +1
* HOMO-LUMO gap: 9.57 eV

Atom charges from the Mulliken analysis, given in e for atoms 1 to 6: atom 1 (N): -0.440, atom 2 (H): 0.411, atom 3 (H): 0.162, atom 4 (H): 0.390, atom 5 (H): 0.406, atom 6 (C): -0.776

Molecular formula: CH8Na6O7
Method: DFT, ωB97M-V with the def2-TZVPD basis set

Cartesian coordinates (Å):
Na (2.4740, -1.5959, -0.1174)
Na (-1.2743, -3.0262, 1.0320)
Na (1.7247, 2.7277, 0.2600)
Na (-3.2360, -1.1324, -2.1638)
Na (-3.7565, 0.2942, 1.0190)
Na (-1.7980, 1.7528, -1.6172)
C (-0.3241, -0.2304, 0.0452)
O (-1.5698, -0.4336, -0.3540)
O (0.3478, 0.7405, -0.4874)
O (0.2521, -1.1093, 0.7866)
O (0.4930, -0.7695, -3.0521)
H (-0.3003, -0.4945, -3.5207)
H (0.3530, -0.5519, -2.1226)
O (1.3342, -0.7895, 3.4116)
H (1.8113, 0.0384, 3.5238)
H (1.1192, -0.9115, 2.4872)
O (2.3789, 1.6430, -3.0360)
H (2.9236, 2.0938, -2.3833)
H (1.7416, 1.1002, -2.5614)
O (-1.8982, 0.0580, 3.0953)
H (-1.7188, 0.9868, 2.9076)
H (-1.0774, -0.3909, 2.8476)

* charge: +4
* HOMO-LUMO gap: 7.46 eV

Atom charges from the Mulliken analysis, given in e for atoms 1 to 6: atom 1 (Na): 0.961, atom 2 (Na): 0.929, atom 3 (Na): 0.944, atom 4 (Na): 1.004, atom 5 (Na): 0.947, atom 6 (Na): 0.946

Molecular formula: CH8O2
Method: DFT, ωB97M-V with the def2-TZVPD basis set

Cartesian coordinates (Å):
C (-1.4529, -0.5468, -1.3026)
H (-0.8068, -0.0884, -0.5584)
H (-2.4912, -0.7068, -1.0028)
H (-1.1934, -1.5064, -1.7298)
H (-1.3987, 0.1026, -2.1351)
O (1.8661, -0.7458, 1.1005)
H (1.4698, -0.8811, 0.2392)
H (2.7339, -0.3483, 1.0750)
O (0.3444, 1.7634, 1.0903)
H (0.5830, 0.8342, 1.2410)
H (0.3458, 2.1233, 1.9827)

* HOMO-LUMO gap: 11.94 eV
* SMILES: C.O.O

Atom charges from the Mulliken analysis, given in e for atoms 1 to 6: atom 1 (C): -0.773, atom 2 (H): -0.038, atom 3 (H): 0.244, atom 4 (H): 0.281, atom 5 (H): 0.280, atom 6 (O): -0.700

Molecular formula: CH8O2S
Method: DFT, ωB97M-V with the def2-TZVPD basis set

Cartesian coordinates (Å):
C (-0.2346, -0.1437, -2.0219)
S (0.1105, -1.9523, -2.8869)
H (0.7515, 0.2622, -1.9969)
H (-0.5284, -0.1322, -1.0853)
H (-1.0130, 0.4271, -2.5190)
H (0.4590, -2.1430, -4.2787)
O (-3.5511, 3.5996, 4.6893)
H (-4.2764, 3.5022, 5.3541)
H (-3.1053, 2.7236, 4.8764)
O (3.6527, -0.0858, 2.1462)
H (3.7362, -0.1554, 1.1780)
H (2.8037, -0.4962, 2.1095)

* HOMO-LUMO gap: 9.57 eV
* SMILES: CS.O.O

Atom charges from the Mulliken analysis, given in e for atoms 1 to 6: atom 1 (C): -0.807, atom 2 (S): -0.270, atom 3 (H): 0.276, atom 4 (H): 0.359, atom 5 (H): 0.294, atom 6 (H): 0.148

Molecular formula: CH8O2S2
Method: DFT, ωB97M-V with the def2-TZVPD basis set

Cartesian coordinates (Å):
C (2.6348, 3.2474, -0.7549)
S (3.4276, 2.3884, -2.1557)
S (5.1846, 1.7165, -1.2807)
H (1.7069, 2.7385, -0.5227)
H (2.4399, 4.2674, -1.0470)
H (3.3053, 3.2443, 0.0895)
H (5.8090, 2.8831, -1.2747)
O (-2.2531, -5.4790, 2.6004)
H (-2.3375, -5.2713, 1.6671)
H (-1.3685, -5.8184, 2.7512)
O (-6.0258, -1.4240, -0.3621)
H (-5.5596, -1.1833, 0.4483)
H (-6.9637, -1.3096, -0.1587)

* HOMO-LUMO gap: 9.55 eV
* SMILES: CSS.O.O

Atom charges from the Mulliken analysis, given in e for atoms 1 to 6: atom 1 (C): -0.708, atom 2 (S): -0.051, atom 3 (S): -0.221, atom 4 (H): 0.264, atom 5 (H): 0.269, atom 6 (H): 0.285

Molecular formula: CH8O2S2
Method: DFT, ωB97M-V with the def2-TZVPD basis set

Cartesian coordinates (Å):
C (1.5314, 1.2794, 0.2803)
S (-0.0845, 1.4289, -0.5287)
S (-1.3906, 1.3798, 1.0218)
H (1.6257, 1.9926, 1.1135)
H (2.3526, 1.4611, -0.4356)
H (1.6387, 0.2456, 0.6363)
H (-0.7846, 0.4773, 1.7923)
O (-0.6452, -1.3464, 0.8646)
H (-0.9288, -1.2586, -0.0575)
H (-1.0894, -2.0388, 1.3564)
O (-1.1002, -1.2172, -2.0255)
H (-0.5494, -1.9992, -2.0932)
H (-0.5755, -0.4045, -1.9248)

* HOMO-LUMO gap: 8.88 eV
* SMILES: CSS.O.O

Atom charges from the Mulliken analysis, given in e for atoms 1 to 6: atom 1 (C): -0.759, atom 2 (S): -0.127, atom 3 (S): -0.181, atom 4 (H): 0.301, atom 5 (H): 0.322, atom 6 (H): 0.273

Molecular formula: CH8O3
Method: DFT, ωB97M-V with the def2-TZVPD basis set

Cartesian coordinates (Å):
C (-0.2425, -0.7617, 1.4426)
O (-0.6063, 0.3935, 0.7894)
H (-1.1276, -1.0652, 2.0242)
H (0.0885, -1.5341, 0.6435)
H (0.6652, -0.5098, 1.9871)
H (-1.4664, 0.3518, 0.3219)
H (1.0436, 2.5605, -0.6512)
H (-0.2940, 1.8161, -0.7206)
O (0.4810, 2.0457, -1.2452)
H (0.4890, -0.3608, -1.2417)
H (0.2571, -1.6285, -2.0708)
O (0.7126, -1.3075, -1.2791)

* charge: +1
* multiplicity: 2
* HOMO-LUMO gap (spin up / spin down): 11.78 / 5.22 eV

Atom charges from the Mulliken analysis, given in e for atoms 1 to 6: atom 1 (C): -0.346, atom 2 (O): -0.256, atom 3 (H): 0.328, atom 4 (H): 0.368, atom 5 (H): 0.277, atom 6 (H): 0.428